(1)
Formula: C19H30IrN7O6S4
Source: the OMol25 dataset
Level of theory: ωB97M-V with the def2-TZVPD basis set

Last column: Mulliken spin population.
CARTESIAN COORDINATES (ANGSTROEM)
Ir1 0.65 0.49 0.93  0.8595
O1 2.20 2.14 0.28  0.0892
S1 2.23 1.69 -1.14  0.0026
O2 2.38 2.73 -2.09  0.0054
O3 0.97 0.89 -1.34  0.0080
C1 3.50 0.46 -1.30  0.0103
C2 3.43 -0.32 -2.45  -0.0021
C3 4.23 -1.44 -2.58  0.0021
C4 5.10 -1.78 -1.55  -0.0009
C5 5.21 -0.98 -0.43  0.0044
C6 4.44 0.17 -0.30  -0.0013
S2 3.41 1.02 1.98  0.0147
O4 4.63 0.96 0.80  0.0104
O5 4.12 1.00 3.24  -0.0015
O6 2.63 -0.23 1.64  0.0989
H1 2.74 -0.02 -3.22  0.0003
H2 4.19 -2.03 -3.48  0.0000
H3 5.70 -2.67 -1.63  0.0000
H4 5.90 -1.22 0.37  0.0001
C7 0.69 -2.23 -3.38  -0.0002
N1 0.63 -1.83 -1.99  -0.0006
C8 1.01 -2.61 -0.97  0.0040
S3 0.81 -2.14 0.66  -0.0820
N2 1.49 -3.82 -1.23  -0.0023
C9 1.90 -4.77 -0.21  -0.0028
H5 0.20 -1.47 -3.98  0.0000
H6 0.16 -3.17 -3.53  0.0000
H7 1.72 -2.34 -3.74  0.0000
H8 0.53 -0.85 -1.79  0.0077
H9 1.65 -4.08 -2.19  -0.0001
H10 2.75 -4.38 0.36  0.0006
H11 2.18 -5.70 -0.69  -0.0004
H12 1.09 -4.95 0.49  0.0020
C10 -2.15 0.93 -2.30  0.0002
N3 -2.29 1.07 -0.85  -0.0047
C11 -1.81 2.36 -0.36  0.0208
C12 -2.21 -0.02 -0.04  -0.0059
N4 -1.46 0.02 1.05  -0.0252
N5 -3.00 -1.07 -0.34  0.0062
C13 -4.19 -0.95 -1.16  0.0002
C14 -2.84 -2.36 0.30  0.0014
H13 -1.15 1.24 -2.60  0.0004
H14 -2.88 1.56 -2.81  -0.0002
H15 -2.31 -0.10 -2.61  0.0003
H16 -2.36 3.15 -0.88  0.0006
H17 -0.74 2.50 -0.55  0.0042
H18 -1.99 2.43 0.71  -0.0111
H19 -1.69 -0.68 1.74  -0.0080
H20 -4.41 0.10 -1.36  0.0000
H21 -5.03 -1.39 -0.63  0.0001
H22 -4.08 -1.47 -2.11  0.0000
H23 -3.55 -2.49 1.12  0.0004
H24 -1.83 -2.49 0.67  -0.0029
H25 -3.03 -3.14 -0.44  0.0006
C15 -4.08 2.94 2.91  0.0007
C16 -2.71 3.24 3.45  -0.0048
C17 -2.49 4.26 4.38  0.0111
C18 -1.18 4.46 4.79  -0.0049
N6 -0.19 3.71 4.35  0.0081
C19 -0.49 2.76 3.48  0.0021
S4 0.87 1.75 3.00  -0.0264
N7 -1.70 2.51 3.00  0.0105
H26 -4.85 3.18 3.64  -0.0001
H27 -4.14 1.89 2.64  0.0000
H28 -4.25 3.54 2.02  -0.0002
H29 -3.30 4.87 4.76  0.0005
H30 -0.92 5.22 5.51  -0.0001

Results
<S²> = 0.821
Multiplicity = 2
Charge = +1
HOMO energy (alpha / beta) = -10.60 / -10.52 eV

***

(2)
Formula: C19H30N2O4S
Source: the OMol25 dataset
Level of theory: ωB97M-V with the def2-TZVPD basis set

Last column: natural (NBO) charge in e.
CARTESIAN COORDINATES (ANGSTROEM)
C1 -5.84 -2.71 -0.12  -0.6345
C2 -6.44 -1.60 0.74  -0.0753
H1 -7.16 -1.02 0.15  0.1986
H2 -6.91 -2.00 1.63  0.1892
O1 -5.42 -0.72 1.22  -0.5160
C3 -5.01 0.25 0.39  0.8077
O2 -5.48 0.43 -0.71  -0.6117
C4 -3.93 1.10 1.04  -0.3173
C5 -3.38 2.13 0.06  -0.4225
C6 -2.53 1.44 -1.03  -0.2159
N1 -1.46 0.62 -0.50  -0.4752
C7 -2.00 -0.38 0.41  -0.2130
C8 -2.79 0.22 1.57  -0.4180
H3 -3.19 -0.57 2.20  0.2269
H4 -2.13 0.84 2.18  0.2095
H5 -1.17 -0.98 0.79  0.2079
H6 -2.65 -1.03 -0.18  0.1903
C9 -0.32 1.35 0.01  -0.2552
H7 -0.49 2.43 -0.02  0.1852
H8 -0.10 1.08 1.05  0.2289
C10 0.96 1.05 -0.82  0.1345
N2 2.09 1.78 -0.26  -0.8903
S1 2.78 1.37 1.21  2.3079
O3 3.37 2.58 1.69  -0.9423
O4 1.87 0.67 2.08  -0.9514
C11 4.08 0.26 0.71  -0.2613
C12 4.19 -0.99 1.28  -0.2071
C13 5.21 -1.83 0.88  -0.2089
C14 6.13 -1.43 -0.08  0.0055
C15 6.00 -0.16 -0.64  -0.2085
C16 4.98 0.68 -0.25  -0.1972
H9 4.87 1.67 -0.67  0.2339
H10 6.71 0.16 -1.39  0.2138
C17 7.25 -2.33 -0.49  -0.6306
H11 8.12 -2.16 0.15  0.2265
H12 6.97 -3.38 -0.40  0.2193
H13 7.55 -2.14 -1.52  0.2189
H14 5.31 -2.81 1.33  0.2139
H15 3.47 -1.29 2.03  0.2416
H16 1.99 2.78 -0.31  0.4099
C18 1.28 -0.44 -0.78  -0.6462
H17 1.41 -0.77 0.25  0.2240
H18 0.46 -0.99 -1.23  0.2322
H19 2.20 -0.64 -1.32  0.2163
C19 0.77 1.50 -2.26  -0.6180
H20 0.58 2.57 -2.31  0.2001
H21 -0.07 0.97 -2.70  0.2319
H22 1.67 1.28 -2.84  0.2163
H23 -2.10 2.19 -1.69  0.1989
H24 -3.19 0.80 -1.62  0.2110
H25 -4.20 2.67 -0.42  0.2283
H26 -2.76 2.85 0.61  0.2031
H27 -4.42 1.61 1.88  0.2364
H28 -5.39 -2.29 -1.01  0.2215
H29 -6.62 -3.41 -0.41  0.2171
H30 -5.08 -3.25 0.45  0.2095

Results
SMILES = CCOC(=O)C1CCN(CC(C)(C)NS(=O)(=O)c2ccc(C)cc2)CC1
HOMO energy = -8.17 eV